One molecule with the formula C5H8N2. Source: OMol25; level of theory: ωB97M-V with the def2-TZVPD basis set.

```
15
Properties=species:S:1:pos:R:3:forces:R:3
C -0.9326 1.1592 -0.3926 -0.478 -0.277 -0.396
C -0.6077 -0.1376 -0.3449 -0.609 0.264 -0.322
C -1.3924 -1.1477 0.4537 -0.012 -0.006 0.034
N 0.5714 -0.6572 -1.0025 0.126 0.339 0.201
C 1.4915 -0.4092 0.1232 0.905 -0.191 0.157
C 1.6873 0.9516 0.4852 0.199 0.015 0.098
N 2.7973 0.5408 0.0817 -0.940 -0.616 -0.669
H -1.6989 1.5742 0.2531 -0.193 -0.137 -0.256
H -0.4849 1.8286 -1.1235 0.133 -0.035 0.254
H -2.2117 -1.4971 -0.1851 0.084 -0.050 0.141
H -0.8083 -2.0287 0.7358 0.030 0.238 -0.083
H -1.8319 -0.7089 1.3546 0.050 -0.012 -0.165
H 0.8149 -0.0539 -1.7890 0.038 -0.104 0.182
H 1.5407 -1.2509 0.8027 0.182 0.262 0.123
H 1.0653 1.8370 0.5474 0.486 0.309 0.704
```
Positions in Å, forces in eV/Å.

Values from the calculation:
SMILES = C=C(C)N[C@@H]1C=N1
Frontier orbital gap = 10.282 eV